Here is the molecule C6H6O from the OMol25 dataset. Energies are from the ωB97M-V functional and the def2-TZVPD basis.

HOMO level ... -0.3287 Eh
LUMO ... 0.975 eV
Energy above the lowest of the compared OMol25 structures with the same formula, charge and spin ... 272.0 kJ/mol
Electronic energy ... -8363.6872 eV
SMILES ... C#CC1=CCOC1

Last column: natural (NBO) charge in e.
Atoms and positions in Å:
C 2.89 -0.43 0.76  -0.20
C 1.82 -0.28 0.21  -0.04
C 0.47 -0.06 -0.20  -0.12
C -0.17 1.10 -0.07  -0.15
C -1.65 0.86 -0.09  -0.09
O -1.80 -0.50 -0.47  -0.52
C -0.54 -1.15 -0.51  -0.07
H 3.83 -0.56 1.25  0.24
H 0.28 2.05 0.19  0.22
H -2.03 1.03 0.94  0.18
H -2.23 1.50 -0.76  0.19
H -0.39 -1.59 -1.50  0.19
H -0.48 -1.96 0.23  0.18

***

Here is a structure of composition C44H40FMgNP2Si from the OMol25 dataset. Energies are from the ωB97M-V functional and the def2-TZVPD basis.

HOMO level ... -0.2798 Eh
LUMO ... 0.583 eV
Energy above the lowest of the compared OMol25 structures with the same formula, charge and spin ... 13.1 kJ/mol
Electronic energy ... -82387.4509 eV

Last column: Mulliken charge in e.
Atoms and positions in Å:
Mg 2.04 -0.27 0.71  1.03
C -1.46 1.01 1.78  -1.70
N -1.85 1.81 0.63  0.94
C -0.90 1.91 -0.46  -2.11
P 0.86 2.11 0.08  0.67
C 0.82 3.40 1.35  0.21
C 1.76 3.31 2.38  -0.68
C 1.77 4.28 3.38  -0.64
C 0.84 5.31 3.37  -0.46
C -0.10 5.38 2.35  -0.74
C -0.11 4.43 1.34  -0.20
C 1.58 2.89 -1.39  0.76
C 2.11 4.18 -1.37  -0.52
C 2.69 4.71 -2.52  -0.76
C 2.76 3.95 -3.68  -0.56
C 2.24 2.66 -3.70  -0.79
C 1.66 2.13 -2.56  -0.34
C -3.22 1.81 0.27  0.35
C -4.19 2.02 1.25  -0.18
C -5.54 2.02 0.93  -0.83
C -5.95 1.84 -0.39  -0.55
C -4.99 1.65 -1.37  -0.83
C -3.64 1.63 -1.05  -0.07
P -0.77 -0.63 1.29  1.20
C -0.27 -1.34 2.91  0.28
C -0.46 -2.70 3.17  -0.76
C 0.03 -3.27 4.33  -0.67
C 0.72 -2.49 5.25  -0.55
C 0.93 -1.15 4.99  -0.75
C 0.45 -0.58 3.83  -0.15
C -2.23 -1.60 0.82  0.15
C -2.29 -2.12 -0.47  -0.18
C -3.40 -2.83 -0.88  -0.75
C -4.47 -3.02 -0.02  -0.51
C -4.42 -2.50 1.27  -0.84
C -3.30 -1.80 1.69  -0.24
H -2.32 0.86 2.44  0.63
H -0.70 1.54 2.36  0.20
H -1.17 2.77 -1.08  1.05
H -0.88 1.03 -1.11  0.50
H 2.46 2.48 2.41  0.38
H 2.50 4.21 4.18  0.43
H 0.85 6.05 4.16  0.37
H -0.83 6.19 2.34  0.42
H -0.85 4.50 0.55  0.36
H 2.06 4.77 -0.47  0.36
H 3.10 5.71 -2.49  0.41
H 3.22 4.36 -4.57  0.38
H 2.31 2.06 -4.59  0.42
H 1.29 1.11 -2.58  0.26
H -3.89 2.20 2.28  0.53
H -6.27 2.19 1.71  0.40
H -7.00 1.85 -0.64  0.41
H -5.29 1.51 -2.40  0.39
H -2.92 1.46 -1.84  0.38
H -0.99 -3.32 2.45  0.46
H -0.13 -4.32 4.51  0.43
H 1.10 -2.94 6.16  0.38
H 1.49 -0.54 5.69  0.45
H 0.67 0.47 3.63  0.07
H -1.45 -1.97 -1.14  0.25
H -3.44 -3.24 -1.89  0.50
H -5.34 -3.57 -0.34  0.40
H -5.25 -2.64 1.95  0.43
H -3.26 -1.40 2.70  0.40
F 3.00 0.33 2.11  -0.63
C 5.25 -1.32 -4.60  -0.47
C 5.51 -1.51 -3.25  -0.64
C 4.46 -1.59 -2.35  -0.29
C 3.13 -1.49 -2.76  0.60
C 2.89 -1.30 -4.12  -0.02
C 3.94 -1.21 -5.03  -0.63
Si 1.72 -1.55 -1.48  0.05
C 1.21 -3.36 -1.21  0.25
C 0.26 -3.99 -2.02  -0.04
C -0.16 -5.29 -1.78  -0.70
C 0.37 -6.00 -0.71  -0.44
C 1.32 -5.40 0.11  -0.64
C 1.72 -4.10 -0.14  -0.22
H 6.07 -1.25 -5.30  0.37
H 6.53 -1.60 -2.89  0.39
H 4.68 -1.72 -1.29  0.31
H 1.87 -1.22 -4.49  0.38
H 3.73 -1.07 -6.09  0.40
H 0.55 -1.03 -2.28  -0.24
H -0.16 -3.46 -2.87  0.38
H -0.90 -5.75 -2.42  0.40
H 0.04 -7.01 -0.51  0.39
H 1.74 -5.95 0.95  0.41
H 2.46 -3.65 0.52  0.28

***

Here is a structure of composition C36H35CrN7 from the OMol25 dataset. Energies are from the ωB97M-V functional and the def2-TZVPD basis.

HOMO level (alpha / beta) ... -0.3509 / -0.3573 Eh
2S+1 ... 4
LUMO (alpha / beta) ... -2.432 / -2.656 eV
Total charge ... +1
Energy above the lowest of the compared OMol25 structures with the same formula, charge and spin ... 0.0 kJ/mol
Electronic energy ... -76748.4873 eV

Last column: Mulliken charge in e.
Atoms and positions in Å:
Cr -0.38 -0.89 -0.70  -1.06
C 3.78 -0.15 4.79  -1.62
C 2.59 -0.11 3.87  0.33
C 1.83 1.05 3.69  -1.22
C 0.77 1.09 2.80  -0.11
C 0.38 -0.03 2.05  0.47
N -0.62 0.05 1.08  1.20
C -1.61 1.02 1.29  -1.39
C -2.34 1.07 2.48  0.06
C -3.36 1.97 2.68  -0.93
C -3.74 2.88 1.69  0.28
C -4.87 3.84 1.90  -1.64
C -3.04 2.83 0.50  -0.39
C -1.98 1.94 0.31  0.62
N -1.32 1.99 -0.97  -0.30
C -1.16 3.07 -1.75  -0.36
C -0.65 2.66 -2.95  -1.27
C -0.53 1.27 -2.83  -0.45
N -0.94 0.87 -1.63  1.24
C 1.12 -1.19 2.26  -0.18
C 2.22 -1.22 3.12  -0.50
N 0.80 -2.43 1.61  -0.67
C 1.04 -3.66 2.10  -0.25
C 0.77 -4.58 1.11  -1.41
C 0.36 -3.81 0.02  -0.46
N 0.36 -2.52 0.34  1.74
H 3.78 0.70 5.47  0.38
H 4.71 -0.12 4.23  0.31
H 3.78 -1.06 5.39  0.37
H 2.08 1.94 4.25  0.38
H 0.22 2.02 2.68  0.52
H -2.08 0.36 3.26  0.52
H -3.90 1.96 3.62  0.43
H -4.64 4.54 2.71  0.36
H -5.79 3.32 2.17  0.34
H -5.07 4.43 1.00  0.36
H -3.34 3.48 -0.32  0.49
H -1.41 4.05 -1.39  0.57
H -0.40 3.27 -3.80  0.47
H -0.16 0.54 -3.53  0.53
H 2.80 -2.12 3.21  0.65
H 1.38 -3.80 3.11  0.58
H 0.86 -5.65 1.16  0.46
H 0.05 -4.11 -0.97  0.49
C -2.72 -2.59 0.23  -1.41
N -2.45 -1.65 -0.89  1.27
C -3.51 -0.61 -0.80  -1.51
C -2.61 -2.35 -2.20  -1.39
C -1.30 -2.56 -2.92  1.11
C -1.27 -3.38 -4.05  -1.05
C -0.08 -3.57 -4.74  -0.74
C 1.08 -2.94 -4.29  -0.82
C 1.03 -2.13 -3.16  -0.48
C -0.16 -1.92 -2.46  0.68
H -3.76 -2.93 0.19  0.48
H -2.54 -2.08 1.17  0.13
H -2.07 -3.46 0.16  0.56
H -4.49 -1.08 -0.91  0.51
H -3.37 0.13 -1.58  0.45
H -3.46 -0.12 0.17  0.26
H -3.28 -1.76 -2.82  0.51
H -3.12 -3.31 -2.03  0.49
H -2.17 -3.88 -4.39  0.50
H -0.06 -4.20 -5.61  0.41
H 2.01 -3.09 -4.82  0.44
H 1.96 -1.67 -2.83  0.43
N 1.53 -0.15 -0.74  -0.22
C 2.36 0.64 -0.81  0.76
C 3.41 1.62 -0.91  -0.01
C 4.33 1.55 -1.95  -0.56
C 5.32 2.52 -2.02  -0.68
C 5.38 3.52 -1.07  -0.36
C 4.46 3.58 -0.03  -0.73
C 3.46 2.62 0.06  -0.24
H 4.26 0.76 -2.68  0.51
H 6.04 2.48 -2.82  0.42
H 6.15 4.27 -1.13  0.41
H 4.52 4.36 0.71  0.43
H 2.74 2.63 0.86  0.48

***

Here is a cluster of 2 separate species, CH2BrCl2 in total at a distorted geometry from the OMol25 dataset. Energies are from the ωB97M-V functional and the def2-TZVPD basis.

HOMO level ... -0.1409 Eh
LUMO ... 3.234 eV
Total charge ... -1
Energy above the lowest of the compared OMol25 structures with the same formula, charge and spin ... 23.4 kJ/mol
Electronic energy ... -96159.1693 eV

Last column: natural (NBO) charge in e.
Atoms and positions in Å:
Br 1.38 -0.40 -2.80  -0.99
C -0.17 0.14 0.39  -0.39
Cl 0.65 0.30 1.93  -0.06
Cl -1.91 0.06 0.72  -0.08
H 0.11 0.83 -0.40  0.27
H -0.06 -0.92 0.15  0.24

***

What is the formula in the third record? C36H35CrN7

***

What is the energy above the lowest of the compared OMol25 structures with the same formula, charge and spin in the fourth record? 23.4 kJ/mol

***

Copy entry 3 word for word.
Here is a structure of composition C36H35CrN7 from the OMol25 dataset. Energies are from the ωB97M-V functional and the def2-TZVPD basis.

HOMO level (alpha / beta) ... -0.3509 / -0.3573 Eh
2S+1 ... 4
LUMO (alpha / beta) ... -2.432 / -2.656 eV
Total charge ... +1
Energy above the lowest of the compared OMol25 structures with the same formula, charge and spin ... 0.0 kJ/mol
Electronic energy ... -76748.4873 eV

Last column: Mulliken charge in e.
Atoms and positions in Å:
Cr -0.38 -0.89 -0.70  -1.06
C 3.78 -0.15 4.79  -1.62
C 2.59 -0.11 3.87  0.33
C 1.83 1.05 3.69  -1.22
C 0.77 1.09 2.80  -0.11
C 0.38 -0.03 2.05  0.47
N -0.62 0.05 1.08  1.20
C -1.61 1.02 1.29  -1.39
C -2.34 1.07 2.48  0.06
C -3.36 1.97 2.68  -0.93
C -3.74 2.88 1.69  0.28
C -4.87 3.84 1.90  -1.64
C -3.04 2.83 0.50  -0.39
C -1.98 1.94 0.31  0.62
N -1.32 1.99 -0.97  -0.30
C -1.16 3.07 -1.75  -0.36
C -0.65 2.66 -2.95  -1.27
C -0.53 1.27 -2.83  -0.45
N -0.94 0.87 -1.63  1.24
C 1.12 -1.19 2.26  -0.18
C 2.22 -1.22 3.12  -0.50
N 0.80 -2.43 1.61  -0.67
C 1.04 -3.66 2.10  -0.25
C 0.77 -4.58 1.11  -1.41
C 0.36 -3.81 0.02  -0.46
N 0.36 -2.52 0.34  1.74
H 3.78 0.70 5.47  0.38
H 4.71 -0.12 4.23  0.31
H 3.78 -1.06 5.39  0.37
H 2.08 1.94 4.25  0.38
H 0.22 2.02 2.68  0.52
H -2.08 0.36 3.26  0.52
H -3.90 1.96 3.62  0.43
H -4.64 4.54 2.71  0.36
H -5.79 3.32 2.17  0.34
H -5.07 4.43 1.00  0.36
H -3.34 3.48 -0.32  0.49
H -1.41 4.05 -1.39  0.57
H -0.40 3.27 -3.80  0.47
H -0.16 0.54 -3.53  0.53
H 2.80 -2.12 3.21  0.65
H 1.38 -3.80 3.11  0.58
H 0.86 -5.65 1.16  0.46
H 0.05 -4.11 -0.97  0.49
C -2.72 -2.59 0.23  -1.41
N -2.45 -1.65 -0.89  1.27
C -3.51 -0.61 -0.80  -1.51
C -2.61 -2.35 -2.20  -1.39
C -1.30 -2.56 -2.92  1.11
C -1.27 -3.38 -4.05  -1.05
C -0.08 -3.57 -4.74  -0.74
C 1.08 -2.94 -4.29  -0.82
C 1.03 -2.13 -3.16  -0.48
C -0.16 -1.92 -2.46  0.68
H -3.76 -2.93 0.19  0.48
H -2.54 -2.08 1.17  0.13
H -2.07 -3.46 0.16  0.56
H -4.49 -1.08 -0.91  0.51
H -3.37 0.13 -1.58  0.45
H -3.46 -0.12 0.17  0.26
H -3.28 -1.76 -2.82  0.51
H -3.12 -3.31 -2.03  0.49
H -2.17 -3.88 -4.39  0.50
H -0.06 -4.20 -5.61  0.41
H 2.01 -3.09 -4.82  0.44
H 1.96 -1.67 -2.83  0.43
N 1.53 -0.15 -0.74  -0.22
C 2.36 0.64 -0.81  0.76
C 3.41 1.62 -0.91  -0.01
C 4.33 1.55 -1.95  -0.56
C 5.32 2.52 -2.02  -0.68
C 5.38 3.52 -1.07  -0.36
C 4.46 3.58 -0.03  -0.73
C 3.46 2.62 0.06  -0.24
H 4.26 0.76 -2.68  0.51
H 6.04 2.48 -2.82  0.42
H 6.15 4.27 -1.13  0.41
H 4.52 4.36 0.71  0.43
H 2.74 2.63 0.86  0.48

***

What is the electronic energy in the fourth record? -96159.1693 eV